Record 1
9
Properties=species:S:1:pos:R:3:nbo_charge:R:1 method="wB97M-V/def2-TZVPD" largest_force_ev_per_a=2.335 multiplicity=1 e_homo_ha=-0.1336 total_energy_ha=-1476.23711 de_lowest_kcal_mol=29.6 lumo_energy_ev=3.11 total_charge=-1 orbital_gap_ha=0.24777
N 2.17446 -2.24396 0.26947 -0.732
O -0.06976 2.01638 0.01306 -0.976
O -2.61691 1.85034 -0.01354 -0.936
O -1.42708 -0.04812 -0.82173 -0.914
S 1.77166 -0.76767 -0.37945 -0.238
S 1.30402 -3.07625 1.29398 0.025
S -1.39374 1.10617 0.33333 1.724
H 0.91246 1.78779 0.06854 0.543
H -0.65512 -0.62466 -0.76365 0.505

Record 2
9
Properties=species:S:1:pos:R:3:nbo_charge:R:1 method="wB97M-V/def2-TZVPD" largest_force_ev_per_a=3.164 multiplicity=1 e_homo_ha=-0.1332 total_energy_ha=-1153.27059 de_lowest_kcal_mol=41.1 lumo_energy_ev=2.64 total_charge=-1 orbital_gap_ha=0.23008
N 0.27528 -2.05880 2.88515 -0.168
O -0.51547 -0.11249 0.18773 -0.992
O 2.14081 -0.27416 -0.55360 -0.880
O 3.81654 -1.76335 0.28297 -0.868
O 0.85626 -1.64509 1.82086 -0.589
S 0.67939 -3.37874 3.68371 -0.118
S 2.45414 -1.67327 -0.25007 1.658
H 0.17794 -0.49178 0.74756 0.498
H -0.13735 0.62635 -0.38649 0.458

Record 3
5
Properties=species:S:1:pos:R:3:nbo_charge:R:1 method="wB97M-V/def2-TZVPD" largest_force_ev_per_a=4.314 multiplicity=1 e_homo_ha=-0.3736 total_energy_ha=-472.41217 de_lowest_kcal_mol=105.8 lumo_energy_ev=-2.34 total_charge=0 orbital_gap_ha=0.28741
N 0.40501 0.03486 -0.15021 -1.106
O -1.91612 0.69981 -0.07560 -1.012
P -1.14281 -0.52982 -0.16648 1.442
H 0.69869 0.93988 0.23534 0.402
H 1.95522 -1.14472 0.15694 0.275

Record 4
5
Properties=species:S:1:pos:R:3:nbo_charge:R:1 method="wB97M-V/def2-TZVPD" largest_force_ev_per_a=3.808 multiplicity=1 e_homo_ha="-0.3886 / -0.2902" total_energy_ha=-472.43532 de_lowest_kcal_mol=91.3 lumo_energy_ev="-1.11 / -1.34" total_charge=0 orbital_gap_ha="0.34789 / 0.24088"
N 0.71571 -1.23024 0.43082 -0.762
O -1.28185 1.91071 -0.59326 -0.957
P -1.01616 0.65910 -1.21371 1.116
H 0.10972 -0.78924 1.11776 0.300
H 1.47258 -0.55033 0.25840 0.302

Record 5
6
Properties=species:S:1:pos:R:3:nbo_charge:R:1 method="wB97M-V/def2-TZVPD" largest_force_ev_per_a=5.887 multiplicity=1 e_homo_ha=-0.3394 total_energy_ha=-1193.65469 de_lowest_kcal_mol=31.1 lumo_energy_ev=-0.73 total_charge=0 smiles="S=PNS" orbital_gap_ha=0.31255
S 1.40590 -1.22440 -1.03786 -0.510
P 0.64077 -1.16852 0.76435 0.879
N -0.49896 0.04200 0.73744 -1.023
S -0.64701 1.38679 -0.63624 0.155
H -0.82817 0.41591 1.52133 0.381
H -0.07253 0.54822 -1.34902 0.118

Record 6
3
Properties=species:S:1:pos:R:3:nbo_charge:R:1 method="wB97M-V/def2-TZVPD" largest_force_ev_per_a=2.780 multiplicity=1 e_homo_ha=-0.4313 total_energy_ha=-76.43009 de_lowest_kcal_mol=2.2 lumo_energy_ev=1.13 total_charge=0 smiles=O orbital_gap_ha=0.47277
O 0.08768 -0.21832 0.30772 -0.920
H -0.46362 -0.42008 -0.39755 0.460
H 0.37594 0.63841 0.08983 0.461

Record 7
4
Properties=species:S:1:pos:R:3:nbo_charge:R:1 method="wB97M-V/def2-TZVPD" largest_force_ev_per_a=4.052 multiplicity=1 e_homo_ha=-0.3634 total_energy_ha=-151.56070 de_lowest_kcal_mol=5.1 lumo_energy_ev=1.10 total_charge=0 smiles=OO orbital_gap_ha=0.40391
O 0.51581 -0.50967 0.13229 -0.451
O -0.41089 0.45486 -0.26555 -0.467
H 1.24222 0.05606 0.27152 0.455
H -1.34714 -0.00125 -0.13826 0.463

Record 8
5
Properties=species:S:1:pos:R:3:nbo_charge:R:1 method="wB97M-V/def2-TZVPD" largest_force_ev_per_a=2.801 multiplicity=1 e_homo_ha=-0.3201 total_energy_ha=-872.74983 de_lowest_kcal_mol=21.1 lumo_energy_ev=-0.58 total_charge=0 smiles=OSS orbital_gap_ha=0.29895
O -1.09593 0.31758 -0.11526 -0.885
S -0.51920 -1.16989 -0.30424 0.467
S 1.75081 -0.53918 -0.12498 -0.204
H -1.41567 0.73247 0.65868 0.501
H 1.28000 0.65901 -0.11420 0.121